Density functional theory data (the ωB97M-V functional and the def2-TZVPD basis) for a molecular structure, C53H56IN8O16 in a non-equilibrium geometry.

lowest unoccupied orbital energy	-0.121	Eh
HOMO energy	-11.20	eV
total energy	-108625.21583	eV
total charge	+1
ΔE to the lowest compared entry with this formula, charge and spin	22.7	kcal/mol

Geometry as XYZ:
```
134
Properties=species:S:1:pos:R:3:forces:R:3:mulliken_charge:R:1
I 5.102 -0.783 2.237 -0.854 1.187 0.630 0.194
O -5.480 4.386 1.212 0.018 0.061 -0.018 -0.599
O -8.221 -2.278 -6.596 -0.004 0.021 0.127 -0.597
O 0.586 3.933 11.997 -0.006 0.054 0.068 -0.603
O 6.962 -2.472 1.380 0.592 -0.988 -0.605 -0.658
O 0.411 2.253 10.667 -0.034 -0.044 -0.061 -0.612
O 2.709 0.871 6.833 -1.295 -0.293 -1.409 -0.563
O 6.504 -1.981 -0.666 -0.073 0.060 0.010 -0.608
O 1.814 0.462 -1.162 0.429 0.233 -0.301 -0.529
O -0.707 1.157 -5.664 -0.153 0.080 -0.007 -0.541
O -7.562 -0.983 -8.181 0.073 0.026 0.025 -0.573
O 2.596 2.334 -1.894 0.140 -0.045 0.170 -0.698
O -7.787 -4.611 -4.045 -0.058 -0.073 -0.050 -0.609
O -6.000 2.316 1.477 -0.015 -0.107 -0.020 -0.613
O -5.788 -3.823 -4.070 0.091 0.060 -0.016 -0.620
O 1.345 -0.158 5.345 0.209 0.389 0.210 -0.423
O -1.370 1.753 -3.712 0.065 -0.020 0.098 -0.650
N 7.155 -2.567 0.177 0.195 -0.113 0.104 1.115
N 0.994 3.226 11.101 -0.036 -0.025 0.018 1.026
N 2.157 1.203 -2.070 -0.265 -0.204 -0.341 1.114
N -5.357 3.308 1.753 -0.024 0.028 -0.063 1.049
N -1.555 1.235 -4.797 -0.046 0.063 -0.022 1.079
N -6.868 -3.999 -3.543 -0.015 -0.019 -0.050 1.104
N -7.719 -2.082 -7.684 -0.066 0.039 -0.108 1.011
N 4.258 1.645 0.348 1.250 0.888 -0.198 0.092
C 1.762 -0.179 -6.014 0.155 -0.057 -0.009 -0.493
C -3.101 0.035 -6.283 0.075 -0.101 -0.216 -0.467
C 8.239 -3.442 -0.274 0.220 -0.130 -0.073 0.180
C -6.283 -2.146 -0.357 -0.148 -0.045 0.032 -0.511
C -6.996 -5.611 -8.623 0.068 0.049 -0.132 -0.566
C -8.500 -3.082 -0.319 0.117 0.063 0.030 -0.465
C 2.684 2.489 2.265 -0.099 -0.104 -0.833 -0.345
C 2.446 1.534 -4.480 0.110 0.225 -0.048 -0.179
C -2.878 0.666 -5.071 -0.191 -0.097 -0.035 0.017
C 1.368 -0.988 -4.956 0.094 0.040 -0.113 -0.645
C -7.262 -3.249 -8.447 0.071 -0.249 -0.105 0.135
C 8.970 -4.145 0.668 0.028 -0.053 0.242 -0.286
C 8.497 -3.551 -1.630 -0.068 0.073 -0.226 -0.276
C -2.501 2.981 4.844 0.014 -0.001 0.000 -0.341
C 2.986 4.668 10.968 0.039 0.212 0.151 -0.456
C 1.516 1.815 1.530 0.021 -0.121 0.759 -0.987
C 1.799 0.935 6.019 1.546 0.488 1.878 0.584
C -2.692 4.200 4.207 0.006 -0.143 0.003 -0.579
C 4.097 2.207 1.721 -0.417 -0.261 1.287 -0.188
C 0.924 -0.236 2.946 0.682 -0.499 0.028 -0.874
C 1.428 0.288 1.593 -0.644 0.348 0.408 -0.392
C -3.623 4.310 3.186 0.081 0.236 -0.013 -0.366
C 2.306 1.076 -5.776 0.052 -0.169 -0.032 -0.611
C -5.109 0.209 -4.368 0.002 -0.065 -0.062 -0.769
C 2.285 3.576 10.489 0.226 0.074 -0.097 -0.012
C -6.069 -2.696 -1.610 0.271 0.134 0.005 -0.240
C -5.348 -0.437 -5.573 -0.028 -0.051 -0.048 -0.058
C -4.170 1.971 3.443 -0.031 -0.253 0.038 -0.343
C 1.974 -0.339 4.067 -0.432 -0.329 -0.550 -0.285
C 1.507 -0.542 -3.656 -0.142 -0.200 0.128 -0.245
C -7.499 -2.336 0.287 0.003 0.002 0.011 -0.447
C 2.760 2.811 9.441 -0.058 -0.201 -0.186 -0.425
C 9.980 -4.988 0.236 0.019 0.001 -0.139 -0.528
C -3.867 0.764 -4.109 -0.084 0.054 0.233 -0.442
C 1.104 2.262 5.771 0.025 -0.739 -0.600 -0.591
C -6.652 -3.059 -9.674 0.104 0.150 -0.183 -0.257
C 5.767 1.563 0.213 1.616 1.753 -0.336 -0.671
C 3.963 3.156 8.847 0.131 0.174 0.036 -0.375
C 4.677 4.253 9.310 -0.043 0.003 0.025 -0.451
C 5.137 1.405 2.491 0.575 -0.242 -0.507 -0.941
C -6.204 -4.164 -10.378 -0.015 -0.112 0.075 -0.517
C 9.510 -4.395 -2.051 0.066 -0.068 0.105 -0.488
C -6.373 -5.439 -9.852 -0.001 0.005 0.010 -0.381
C -4.345 -0.521 -6.530 -0.060 0.014 0.106 -0.309
C -3.236 1.867 4.460 0.086 0.088 0.001 -0.536
C 2.039 0.719 -3.437 -0.081 -0.018 -0.238 0.032
C 10.248 -5.115 -1.120 -0.012 0.011 0.003 -0.449
C -7.080 -3.430 -2.204 -0.032 0.112 0.195 -0.007
C -8.293 -3.634 -1.573 -0.246 -0.082 0.028 -0.348
C 4.191 5.006 10.372 0.024 -0.086 -0.114 -0.366
C -4.352 3.192 2.822 0.153 -0.005 0.193 -0.016
C -7.445 -4.511 -7.911 -0.098 -0.163 0.218 -0.350
C 6.393 1.747 1.624 -1.191 -1.724 0.754 -0.843
H 3.834 0.741 0.136 -0.504 0.133 0.277 0.243
H -4.745 1.107 3.144 -0.085 0.088 -0.081 0.506
H 0.687 -0.017 0.861 -0.029 -0.011 -0.150 0.418
H -6.018 -6.300 -10.402 -0.011 0.000 -0.007 0.385
H 0.593 -1.259 2.770 -0.321 -0.017 0.069 0.295
H -5.504 -1.565 0.116 0.012 0.007 -0.018 0.423
H 1.482 2.181 0.510 0.101 -0.059 -0.220 0.441
H 4.749 5.858 10.734 -0.016 0.004 0.026 0.379
H 6.066 2.463 -0.329 -0.281 0.014 -0.241 0.442
H 11.034 -5.779 -1.454 0.006 0.005 0.000 0.392
H 0.496 2.155 4.875 -0.217 0.347 0.083 -0.056
H 1.643 -0.528 -7.031 -0.012 0.005 -0.002 0.429
H -6.317 -0.875 -5.767 -0.023 0.038 0.032 0.290
H 2.611 1.700 -6.604 -0.009 0.026 0.012 0.405
H 10.557 -5.549 0.958 -0.009 0.010 0.021 0.383
H -3.681 1.263 -3.169 0.120 0.035 -0.045 0.516
H 0.945 -1.964 -5.148 -0.005 -0.006 0.022 0.422
H 2.604 5.254 11.791 -0.115 -0.083 0.005 0.452
H 8.761 -4.046 1.723 -0.101 0.071 -0.030 0.415
H 6.813 2.732 1.792 -0.166 0.191 0.025 0.406
H 2.535 3.562 2.146 -0.043 0.090 0.056 0.703
H 4.562 3.190 1.617 0.062 0.076 -0.011 0.238
H -5.895 0.274 -3.627 0.015 0.029 0.019 0.482
H 3.956 2.391 -0.277 -0.656 -0.669 -0.622 0.485
H -5.122 -2.546 -2.108 -0.067 -0.089 -0.152 0.502
H -2.117 5.066 4.506 -0.026 0.023 -0.005 0.411
H -7.128 -6.604 -8.216 -0.016 0.008 0.026 0.395
H 1.197 -1.168 -2.833 0.016 0.098 0.073 0.481
H -9.445 -3.232 0.185 -0.013 -0.014 -0.020 0.378
H 0.503 2.524 6.637 -0.173 -0.098 0.054 0.472
H -5.721 -4.032 -11.336 -0.012 0.023 -0.007 0.377
H 5.614 4.524 8.843 0.012 -0.006 0.020 0.379
H 9.723 -4.494 -3.106 -0.016 0.015 -0.009 0.378
H 2.675 2.323 3.337 0.038 -0.233 0.081 -0.353
H -7.925 -4.643 -6.952 0.028 0.139 0.030 0.452
H 5.209 1.529 3.562 -0.062 0.500 0.032 0.809
H 7.921 -2.994 -2.353 -0.076 0.040 0.095 0.442
H 6.163 0.765 -0.401 -0.578 -0.640 0.295 0.367
H -9.073 -4.212 -2.046 0.080 -0.008 -0.117 0.464
H -6.523 -2.067 -10.082 -0.070 0.053 0.109 0.471
H 0.606 2.191 2.002 -0.082 0.111 -0.050 0.680
H -2.322 -0.029 -7.028 0.081 0.071 0.081 0.457
H -7.667 -1.900 1.263 -0.002 0.002 -0.002 0.387
H 2.861 2.513 -4.295 -0.052 -0.004 0.114 0.472
H 0.068 0.316 3.329 -0.045 0.211 -0.196 0.374
H 2.390 -1.342 4.043 0.160 -0.052 0.245 0.369
H 2.209 1.956 9.079 -0.062 0.006 0.082 0.614
H 1.843 3.049 5.650 0.121 0.021 -0.003 0.294
H 2.817 0.334 3.930 -0.044 0.217 0.184 0.108
H 4.339 2.568 8.022 -0.065 -0.069 0.015 0.449
H -4.534 -1.022 -7.469 0.005 0.020 -0.016 0.443
H 2.348 -0.215 1.301 0.104 -0.042 0.094 0.106
H -3.083 0.919 4.957 -0.027 -0.008 0.002 0.429
H 7.101 0.973 1.895 0.596 0.227 -0.512 0.375
H -3.774 5.256 2.688 -0.118 -0.057 -0.071 0.470
H -1.778 2.897 5.644 -0.028 0.017 0.031 0.530
```
Forces are in eV/Å.